DFT (ωB97M-V with the def2-TZVPD basis set) results for a cluster of 6 separate species, C49H78ClF13NO17 in total.

```
159
Properties=species:S:1:pos:R:3:forces:R:3
C 6.07753 -1.64246 1.93454 -0.1950 0.2513 -0.1628
C 4.49588 -1.28740 2.32375 0.4599 0.1760 0.1034
C 4.35435 0.25305 2.94238 0.7041 -0.8703 -1.1904
C 4.67019 1.26894 1.65401 1.2727 0.1327 1.1010
C 4.23207 2.82304 1.93622 0.5977 0.1113 -0.0848
C 2.63732 3.14540 1.73876 0.0162 -0.2067 0.0849
C 1.75033 1.91707 1.11037 -1.1738 0.4516 -0.1180
C 1.87549 1.78464 -0.53739 0.3190 -0.6716 0.7549
C 0.86490 2.80049 -1.35799 0.4813 -0.0091 -0.0902
C -0.51281 2.09384 -1.89610 0.4810 -1.0382 0.1093
C -1.16008 2.76531 -3.24476 0.7069 -0.1932 -0.4249
C -1.43012 4.38050 -3.15451 -0.7324 0.3777 0.6721
C -3.05042 4.78609 -3.20855 0.4050 -0.1467 1.0005
C -3.42877 5.33835 -1.71291 0.8137 -0.3284 0.8062
C -5.01963 5.26453 -1.32336 0.9613 -1.0437 -2.7408
O -5.51120 6.37779 -0.49410 0.4416 -1.6690 4.1457
C -5.09629 6.25618 0.91132 6.4754 1.5093 0.3389
O -3.81208 6.57908 1.23178 -8.8072 -2.7980 -1.3830
C -6.05133 5.81642 2.17694 -2.0507 -0.1278 3.1103
C -5.89243 6.75578 3.55164 -2.5958 -3.3501 0.1135
C -6.75572 6.38889 4.89505 0.8099 -0.9892 -3.5391
N -7.70168 5.20881 4.88620 2.3253 0.7210 -3.8651
Cl -8.62191 4.84088 6.32285 0.8954 0.3581 -1.3739
C -7.89469 4.30874 3.65586 2.2974 2.1359 -1.0654
C -7.09253 4.54901 2.21387 0.4102 2.6616 2.8792
C -7.30873 3.58875 0.88680 0.6337 -0.3279 0.3569
C -8.46342 2.42883 1.07851 0.6328 -0.0165 1.4365
C -10.00475 2.96809 0.97668 0.0711 2.2674 -0.2878
F -9.92816 4.37345 0.42641 -0.4835 -3.9504 1.6336
F -10.69221 3.12186 2.30539 2.1358 -0.7230 -3.9928
C -10.94599 2.14315 -0.11744 -0.1300 2.3454 -1.1469
F -12.25480 2.85628 -0.12276 4.1511 -2.7812 -0.2734
F -10.24425 2.31111 -1.44441 -2.5315 -0.3275 4.1780
C -11.03417 0.53368 0.14875 2.5084 -1.0112 -0.4499
F -10.72969 0.27712 1.57491 -1.3244 0.6809 -4.3002
F -9.89179 -0.08021 -0.62812 -3.4731 2.0005 2.6700
C -12.38888 -0.20491 -0.41566 -0.2089 -1.1358 -3.0551
F -11.93224 -1.55857 -0.91139 -1.9681 4.3340 2.1271
F -12.94488 0.45684 -1.65644 2.3485 -1.7850 4.3274
C -13.63504 -0.27865 0.64157 -3.4408 0.7864 -0.6160
F -14.87880 -0.44605 -0.20112 4.2007 0.5981 2.7992
F -13.86275 0.95671 1.43550 1.3820 -3.8161 -2.9202
C -13.62430 -1.53488 1.68236 -1.7404 -1.6674 3.4091
F -14.07934 -0.99150 3.01702 1.7202 -2.0264 -4.5333
F -12.31263 -2.16591 1.93032 -4.7463 2.1268 -1.2905
F -14.70210 -2.52016 1.29570 4.5413 3.3049 1.3264
H 6.82740 -0.87694 2.42868 -1.5348 -1.6169 -0.8136
H 6.34883 -2.73896 2.28546 -0.5066 2.3647 -0.8623
H 6.22018 -1.53040 0.76324 -0.2334 -0.4084 2.4747
H 3.90292 -1.33284 1.31568 0.7946 -0.0572 2.0277
H 4.10150 -2.10344 3.08032 0.6984 1.7407 -1.5588
H 3.30289 0.45673 3.41497 2.0026 -0.4340 -0.8949
H 5.20758 0.32890 3.76944 -1.9722 0.1744 -1.7240
H 4.27570 0.82616 0.63598 0.5100 0.9582 2.1815
H 5.85883 1.26884 1.55994 -2.5187 0.0109 0.0768
H 4.52914 3.12832 3.04601 -0.5256 -0.8201 -2.3326
H 4.90045 3.51913 1.23602 -1.5909 -1.4780 1.4159
H 2.55864 4.07934 1.02430 -0.1053 -1.8125 1.4978
H 2.18941 3.41682 2.79775 0.8200 -0.4335 -2.2447
H 1.90901 0.87629 1.66897 -0.0314 2.3453 -1.3239
H 0.60821 2.19322 1.31498 2.2962 -0.5795 -0.3589
H 3.01468 1.96640 -0.82057 -2.5039 -0.2484 0.4139
H 1.63934 0.65167 -0.78408 0.4240 2.3366 0.2240
H 0.59843 3.69428 -0.63708 0.6175 -1.6077 -1.5525
H 1.47868 3.20154 -2.28870 -1.4234 -0.6459 1.8937
H -0.22110 0.97457 -2.19231 -0.6791 2.3683 0.5941
H -1.27706 1.97823 -0.99539 1.4036 0.4549 -1.9214
H -2.13872 2.14318 -3.52369 2.0901 1.5139 0.5009
H -0.35578 2.60635 -4.11222 -1.8376 0.1486 1.8514
H -0.91140 5.02003 -3.98629 -0.7178 -1.5567 1.5949
H -1.01713 4.72732 -2.09177 -0.7817 -0.5266 -2.4274
H -3.25699 5.61672 -4.02695 0.2777 -1.9121 1.7183
H -3.66683 3.80689 -3.38461 1.0419 1.9198 -0.0177
H -2.86315 4.62717 -0.94000 -1.1531 1.5543 -1.6182
H -2.93915 6.40746 -1.57125 -1.4022 -2.1217 -0.2203
H -5.62594 5.32696 -2.34946 1.0903 0.1387 2.4469
H -5.23106 4.19604 -0.89072 0.2601 2.1971 -0.4692
H -5.16003 7.68404 3.56431 -1.7192 -2.2198 -0.0122
H -6.61000 7.04094 5.87837 -0.6653 -1.8129 -2.2779
H -8.63112 3.40952 3.79274 1.4736 2.1398 -0.1215
H -7.43245 4.21736 -0.11225 -0.0052 -1.0963 2.4565
H -6.28105 2.99769 0.75060 -2.2030 1.2300 0.4672
H -8.32404 1.97998 2.17659 -0.4416 0.8302 -2.4736
H -8.18583 1.55759 0.34603 -1.0668 1.7917 1.2176
C 4.99300 -6.52145 -2.37433 -0.2666 -0.1839 0.2094
C 5.30892 -5.06742 -2.06600 0.6014 -0.6370 -0.2119
O 4.12100 -4.33268 -1.74781 -0.6394 0.2190 1.0258
C 3.58353 -4.58011 -0.52866 0.4583 -0.6978 0.4042
O 4.02093 -5.35711 0.30994 -0.7346 1.3808 -1.3102
O 2.45688 -3.83245 -0.40133 0.9443 -0.3145 -0.1467
C 1.73515 -4.08379 0.80340 -0.2930 -0.0390 0.4557
H 4.24362 -6.59250 -3.16822 0.1645 0.0513 -0.0368
H 5.89398 -7.05746 -2.68419 -0.0650 0.1138 -0.0207
H 4.57553 -7.03486 -1.50182 0.1784 0.1433 -0.0930
H 5.73898 -4.60007 -2.95738 -0.3136 0.1884 0.1938
H 6.04868 -4.97311 -1.26360 -0.2892 -0.0158 0.0270
H 2.37212 -3.95136 1.68317 -0.0397 -0.1690 -0.2073
H 1.31265 -5.09302 0.77886 0.1660 0.0918 0.1239
H 0.91295 -3.36528 0.86288 0.2397 -0.0349 -0.2877
C -3.12570 8.96173 -0.11657 -0.3066 0.5489 -0.1632
C -1.91150 8.84640 0.78980 -0.5656 -0.3280 -0.0510
O -0.86702 9.73553 0.37659 0.1116 0.9619 0.2839
C -1.06952 11.04823 0.64534 -0.4419 0.3641 0.0826
O -2.04580 11.52912 1.20563 1.4879 -0.7901 -0.7431
O -0.00979 11.74870 0.16486 -0.8762 -0.8491 0.4537
C -0.15247 13.16263 0.29097 0.0392 0.6125 0.0178
H -2.84270 8.80217 -1.16124 0.0315 -0.1047 0.0977
H -3.88953 8.23112 0.16247 0.4497 0.5179 -0.3177
H -3.57381 9.95938 -0.06167 0.1554 -0.1170 0.0860
H -1.50829 7.83149 0.71693 0.2291 0.3117 -0.0331
H -2.17061 9.01585 1.84057 0.0618 0.1837 -0.1687
H -0.35117 13.45105 1.32759 -0.1125 -0.1139 -0.2199
H -0.95072 13.51513 -0.36949 0.0368 -0.0332 0.2430
H 0.78654 13.62790 -0.02145 -0.1042 -0.3846 -0.0027
C 11.59885 -3.18007 6.78229 -0.0738 0.3385 0.2201
C 11.10472 -3.31007 5.35120 0.6807 -0.2326 0.2702
O 9.79256 -2.75515 5.20103 -0.3658 1.1020 -0.2143
C 9.72007 -1.40197 5.21053 0.6401 0.2785 0.2315
O 10.66152 -0.62847 5.32742 -1.5160 -1.1836 -0.2819
O 8.41505 -1.04554 5.09039 0.9434 -0.4015 0.0015
C 8.19267 0.35985 5.19465 -0.1189 0.4611 0.0260
H 10.88364 -3.62790 7.47857 0.1003 -0.1231 -0.1385
H 12.56955 -3.66795 6.90390 -0.1275 -0.0109 -0.0571
H 11.70712 -2.13055 7.07539 0.0627 -0.1721 -0.1822
H 11.02874 -4.37171 5.09613 -0.3217 0.2527 -0.0684
H 11.80078 -2.85591 4.63760 -0.2064 0.1264 0.1507
H 8.79856 0.91282 4.47051 0.0240 -0.1231 0.2299
H 8.40598 0.69436 6.21459 0.1052 0.0315 -0.2234
H 7.13810 0.55365 4.97984 0.1718 -0.3356 0.0280
C -1.92570 -9.58650 -3.17220 -0.1276 0.3601 -0.1436
C -0.71150 -9.70183 -2.26583 -0.6295 -0.3812 0.0604
O 0.33298 -8.81270 -2.67904 0.1563 1.1081 0.2619
C 0.13048 -7.50000 -2.41029 -0.4896 0.1478 0.0960
O -0.84580 -7.01910 -1.85000 1.5088 -0.7051 -0.7398
O 1.19021 -6.79952 -2.89077 -0.8126 -0.7943 0.4158
C 1.04753 -5.38560 -2.76466 -0.0030 0.5658 -0.0321
H -1.64270 -9.74606 -4.21687 0.0163 -0.1575 0.1390
H -2.68953 -10.31710 -2.89316 0.1366 0.0153 -0.0214
H -2.37381 -8.58884 -3.11730 0.0854 -0.1938 0.1407
H -0.30829 -10.71673 -2.33870 0.2470 0.3270 -0.0455
H -0.97061 -9.53237 -1.21506 0.0624 0.1890 -0.1980
H 0.84883 -5.09717 -1.72804 -0.1090 -0.1279 -0.3193
H 0.24928 -5.03310 -3.42512 0.0020 -0.0465 0.2255
H 1.98654 -4.92033 -3.07708 -0.1149 -0.3597 0.0547
C 6.91132 -11.17382 -6.80797 0.3925 -0.1208 -0.0217
C 6.54193 -9.78279 -6.32047 -0.3152 -0.3802 -0.5694
O 7.36655 -9.38066 -5.22023 0.9918 0.5132 0.0353
C 8.64164 -9.04346 -5.53148 0.2618 -0.1927 -0.6493
O 9.13749 -9.04655 -6.65060 -0.8001 0.1054 1.7731
O 9.28852 -8.72076 -4.38172 -0.7072 -0.2032 -0.8445
C 10.67726 -8.44829 -4.56234 0.5423 0.1247 0.0136
H 6.87313 -11.89300 -5.98445 -0.1758 0.0952 -0.0640
H 6.23244 -11.50087 -7.59996 0.0072 0.0632 0.1221
H 7.93240 -11.20247 -7.20258 -0.2258 0.1272 -0.0123
H 5.51113 -9.79674 -5.95282 0.2948 0.1571 0.2391
H 6.58649 -9.04361 -7.12770 0.2146 -0.0941 0.1604
H 10.83461 -7.66602 -5.31104 -0.0657 -0.2650 0.0206
H 11.20162 -9.36645 -4.84465 -0.0683 0.2155 -0.1127
H 11.08138 -8.09772 -3.60860 -0.3608 -0.1273 -0.0754
```
Forces are in eV/Å.

Results
ΔE to the lowest compared entry with this formula, charge and spin: 13.3120 eV
LUMO: -5.890 eV
Highest occupied orbital energy: -11.6 eV
E: -136195.2717 eV
HOMO-LUMO gap: 5.693 eV
Net charge: +1



DFT (ωB97M-V with the def2-TZVPD basis set) results for the molecule C2H9N2P3.

```
16
Properties=species:S:1:pos:R:3:forces:R:3
C 1.36004 0.65284 2.05754 -1.8948 -0.7057 -2.4295
C 1.20321 0.62595 0.52450 -2.1008 -1.5214 -1.7149
N -0.26503 0.07738 -0.10484 2.4472 3.0646 1.0480
P -0.09284 -1.57879 -0.47658 -1.9599 -0.2810 1.6951
P -1.59612 1.24555 0.01095 -0.3664 -3.8105 0.7712
N -2.80037 0.26720 0.38354 1.9589 1.8654 -0.5499
P -4.40867 -0.08043 0.44877 -0.9433 1.2868 -1.0422
H 0.41703 0.64911 2.56265 -0.6425 0.4358 0.2984
H 1.81446 -0.25671 2.30400 1.0788 -1.0641 0.7935
H 1.91574 1.50604 2.23366 1.2735 1.5186 1.0725
H 1.34200 1.54662 -0.01928 0.0771 0.5802 0.3388
H 1.95892 -0.07864 0.12094 -0.5999 0.3745 -0.0205
H -1.32363 -1.75337 -1.21254 0.4402 0.0418 0.2979
H -0.74436 -1.96670 0.83530 0.6074 -0.4461 -1.3959
H -5.10325 1.13562 1.00027 0.7716 -1.2261 -0.0630
H -4.40730 -0.93549 1.52822 -0.1472 -0.1128 0.9005
```
Forces are in eV/Å.

Results
ΔE to the lowest compared entry with this formula, charge and spin: 0.2764 eV
SMILES: CCN(P)/P=N/P
LUMO: -0.183 eV
Highest occupied orbital energy: -8.1 eV
E: -33064.2428 eV
HOMO-LUMO gap: 7.870 eV



DFT (ωB97M-V with the def2-TZVPD basis set) results for the molecule C2H4N4O.

```
11
Properties=species:S:1:pos:R:3:forces:R:3
C 0.67365 0.14618 -1.48752 1.7648 -0.0848 -1.0091
N -0.07317 -0.21981 -0.31898 1.4542 -0.7125 -1.8171
N 0.22135 -1.37780 0.24456 -0.6384 0.8185 -0.1347
N -0.16692 -1.32168 1.43467 0.4582 -2.7187 1.8935
C -0.63275 -0.08578 1.77356 -0.1991 1.9842 1.6166
O -1.01814 0.35547 2.84145 0.1028 -0.8015 -1.2248
N -0.42845 0.68244 0.61130 -1.0853 0.7669 -0.0624
H 1.56797 0.85886 -1.29596 -1.4494 -1.2350 0.0809
H 0.01755 0.64815 -2.21659 0.2945 -0.4242 0.1216
H 1.07402 -0.86519 -1.84882 -0.6057 1.7048 0.0787
H -1.23510 1.17917 0.26234 -0.0966 0.7024 0.4568
```
Forces are in eV/Å.

Results
ΔE to the lowest compared entry with this formula, charge and spin: 2.7603 eV
SMILES: Cn1nnc(=O)[nH]1
LUMO: 0.034 eV
Highest occupied orbital energy: -9.6 eV
E: -10144.3745 eV
HOMO-LUMO gap: 9.664 eV



DFT (ωB97M-V with the def2-TZVPD basis set) results for a cluster of 5 separate species, C11H31ClIO8PS in total.

```
54
Properties=species:S:1:pos:R:3:forces:R:3
O 3.12601 1.98631 0.81909 -0.2628 1.0030 -0.5297
S 3.20813 0.63313 1.25345 0.2380 -0.4487 0.5747
O 2.05315 -0.24698 0.50872 0.6400 0.3046 0.1007
C 0.79799 0.44986 0.35047 -1.0064 -0.3410 -0.8383
C -0.41991 -0.45241 0.62649 0.7909 -0.1007 0.9877
C -0.12408 -1.95320 0.63331 -0.3666 0.9113 -0.0352
I 0.62775 -2.53769 2.56158 -0.0821 -0.1853 -0.2779
O 4.58892 0.07054 0.45116 -0.9490 -1.1972 0.9675
P 5.30501 -1.34743 0.98869 0.9838 0.7379 -0.7005
O 4.63678 -2.40856 -0.04924 -0.0826 0.0068 0.3564
Cl 4.41513 -1.71664 2.82869 -0.1307 -0.2001 -0.4471
H 0.74621 0.76148 -0.68736 0.1786 0.3321 -0.0824
H 0.70298 1.30996 1.00049 0.4265 0.2694 0.0186
H -0.78655 -0.19978 1.61765 -0.2717 0.0060 0.0727
H -1.22398 -0.19670 -0.05477 -0.0037 -0.1328 -0.3475
H -1.06822 -2.45605 0.49854 -0.0005 -0.4482 -0.0194
H 0.59864 -2.20482 -0.13071 0.1351 -0.3603 0.0582
H 5.37751 -2.79296 -0.54331 -0.2818 -0.0940 0.0722
C 2.33202 1.70653 -4.33137 0.0174 -0.0982 0.0445
C 0.83702 1.45305 -4.32165 0.1013 0.1233 0.0877
O 0.24619 1.94915 -3.11962 -0.0738 -0.1924 0.1473
H 2.80590 1.22920 -3.47212 -0.0079 -0.0432 -0.0191
H 2.78944 1.32154 -5.24438 0.0104 0.0459 -0.0113
H 2.54125 2.77607 -4.26130 -0.0125 0.0116 -0.0897
H 0.63235 0.38313 -4.36847 -0.0631 0.0031 0.1868
H 0.36010 1.93236 -5.17123 0.0592 -0.1064 -0.1229
H 0.41793 2.89618 -3.08232 -0.0356 -0.0454 -0.0528
C 0.62598 6.24670 -5.33536 -0.0042 -0.0435 0.0516
C 1.34702 5.07263 -5.97136 -0.3596 0.1376 -0.1854
O 0.49221 3.93208 -6.06706 0.1390 0.1935 0.0065
H 0.26933 5.98076 -4.33955 0.0587 0.0036 0.0227
H 1.28388 7.11274 -5.25275 -0.0223 0.0155 -0.0106
H -0.24822 6.52918 -5.92649 0.0524 0.0561 -0.0508
H 2.20590 4.78069 -5.37002 -0.0108 -0.1181 -0.0288
H 1.70170 5.33627 -6.97276 0.1316 0.0588 0.0599
H -0.26442 4.18169 -6.60887 0.0222 -0.0449 0.0422
C -4.87204 -3.41690 2.13334 -0.0050 -0.0233 -0.0722
C -3.51001 -2.77579 1.94423 -0.2995 0.2755 0.2026
O -3.58331 -1.66930 1.04380 0.1495 -0.1076 -0.1332
H -5.26857 -3.75752 1.17618 0.0451 -0.0469 -0.0030
H -4.81352 -4.26848 2.81289 -0.0200 0.0168 0.0183
H -5.58460 -2.69515 2.53978 0.0324 -0.0208 0.0953
H -2.80797 -3.49299 1.52059 0.0405 0.0740 -0.0690
H -3.10857 -2.42639 2.90106 0.0573 -0.1689 0.0380
H -4.19352 -1.02607 1.41959 0.0552 -0.0190 -0.0241
C -1.27386 -3.67537 6.35899 0.0023 0.0158 -0.0719
C -1.57500 -2.25936 6.81246 -0.2962 -0.2575 0.0546
O -2.79229 -1.78337 6.23964 0.0793 0.1074 -0.0743
H -1.20171 -3.71588 5.27178 0.0683 0.0381 -0.0195
H -0.33726 -4.03495 6.78812 -0.0191 -0.0301 0.0067
H -2.07689 -4.35502 6.65558 0.0460 -0.0127 0.0972
H -0.78460 -1.58013 6.49751 -0.0869 0.0851 -0.0480
H -1.65470 -2.21261 7.90382 0.1600 0.0113 0.0138
H -3.49864 -2.37272 6.52433 0.0339 0.0436 -0.0196
```
Forces are in eV/Å.

Results
LUMO: 0.596 eV
Highest occupied orbital energy: -9.0 eV
E: -69036.4142 eV
HOMO-LUMO gap: 9.549 eV



LUMO of number 1 (C49H78ClF13NO17)?
-5.890 eV